1.
{"formula": "C18H11N7O12RhS3Sb", "method": "the ωB97M-V functional and the def2-TZVPD basis", "symbols": ["Sb", "Rh", "S", "S", "S", "O", "O", "O", "O", "O", "O", "O", "O", "O", "O", "O", "O", "N", "N", "N", "N", "N", "N", "N", "C", "C", "C", "C", "C", "C", "C", "C", "C", "C", "C", "C", "C", "C", "C", "C", "C", "C", "H", "H", "H", "H", "H", "H", "H", "H", "H", "H", "H"], "coordinates": [[-3.356, -2.395, -0.826], [-0.744, -0.638, -0.118], [-2.146, -1.779, 1.203], [-3.415, -4.769, -0.661], [-1.155, -2.215, -1.736], [5.675, 2.781, 0.189], [-0.356, 0.813, 1.395], [4.587, 4.972, 4.244], [-0.759, 2.090, 3.188], [4.223, 1.476, -0.730], [1.574, 2.381, -0.161], [-3.934, 6.332, -1.980], [2.648, 4.763, 5.166], [-2.471, 0.314, -1.153], [-4.193, 1.516, -1.856], [-2.077, 7.322, -1.541], [1.805, 4.597, 0.187], [-3.010, 1.479, -1.438], [3.684, -1.969, -1.830], [-2.760, 6.326, -1.680], [3.466, 4.499, 4.310], [4.587, 2.248, 0.144], [1.331, -1.019, -0.729], [3.677, -0.241, -3.357], [2.246, 1.963, 1.043], [3.987, 3.355, 2.200], [3.102, -0.873, -2.291], [3.082, -2.583, -0.808], [1.361, 2.240, 2.222], [-0.205, 3.766, -0.820], [1.764, 3.064, 3.234], [-2.113, 5.013, -1.424], [1.912, -2.133, -0.247], [-2.878, 3.879, -1.587], [-2.268, 2.636, -1.352], [-0.920, 2.597, -1.015], [3.043, 3.615, 3.216], [3.602, 2.565, 1.185], [1.903, -0.390, -1.734], [-0.791, 5.013, -1.015], [-0.061, 1.663, 2.278], [1.158, 3.679, -0.231], [1.072, 3.275, 4.037], [1.418, 0.497, -2.120], [4.981, 3.771, 2.239], [2.333, 0.882, 0.896], [1.412, -2.645, 0.562], [4.632, -0.501, -3.537], [-0.246, 5.927, -0.844], [3.460, 0.731, -3.488], [3.551, -3.483, -0.432], [-0.439, 1.647, -0.860], [-3.914, 3.927, -1.879]], "lowdin_charge": [0.3517, 0.5413, 0.0395, -0.1200, -0.0325, 0.0870, -0.1726, 0.0669, 0.0531, 0.0722, 0.0010, 0.0753, 0.0865, -0.3771, -0.0200, 0.0688, 0.1679, -0.3440, 0.1372, -0.3519, -0.3521, -0.3263, -0.0909, 0.1414, -0.1731, 0.0852, -0.3790, -0.1073, 0.0067, -0.0948, 0.0738, -0.1222, -0.1410, 0.0943, -0.1400, 0.0599, -0.0731, -0.0566, -0.0757, 0.0589, -0.6077, -0.3976, 0.1350, 0.1250, 0.1346, 0.1572, 0.1060, 0.1007, 0.1277, 0.0975, 0.1086, 0.0710, 0.1234], "homo_lumo_gap_ev": [5.383, 5.172], "total_charge": -1, "multiplicity": 6, "lumo_energy_ev": [0.97, -0.73]}

=====

2.
{"formula": "C6H11NO", "method": "the ωB97M-V functional and the def2-TZVPD basis", "symbols": ["O", "N", "C", "C", "C", "C", "C", "C", "H", "H", "H", "H", "H", "H", "H", "H", "H", "H", "H"], "coordinates": [[-0.263, -1.272, -0.612], [-2.260, 0.217, -0.415], [0.423, 1.624, 1.822], [0.602, -0.153, 0.063], [-0.218, 0.812, 0.720], [1.901, -0.114, -0.216], [0.305, -2.018, -1.667], [-1.545, 1.015, 0.404], [-0.341, 2.101, 2.433], [1.075, 2.400, 1.415], [-1.573, -0.691, -0.728], [1.030, 0.996, 2.473], [2.470, 0.772, 0.016], [-2.115, 1.685, 1.046], [-3.258, 0.228, -0.264], [0.796, -1.361, -2.390], [2.437, -0.932, -0.667], [-0.500, -2.575, -2.148], [1.033, -2.734, -1.284]], "lowdin_charge": [-0.1978, 0.0351, -0.0780, -0.2082, -0.2765, 0.0584, -0.1052, -0.1582, 0.0685, 0.0711, 0.1241, 0.0782, 0.0679, 0.1177, 0.0767, 0.0934, 0.0533, 0.0924, 0.0871], "homo_lumo_gap_ev": 8.170, "total_charge": 0, "smiles": "C=C(OC)/C(C)=C\\N", "lumo_energy_ev": 1.04}

=====

3.
{"formula": "C22H25N3O3", "method": "the ωB97M-V functional and the def2-TZVPD basis", "symbols": ["O", "O", "O", "N", "N", "N", "C", "C", "C", "C", "C", "C", "C", "C", "C", "C", "C", "C", "C", "C", "C", "C", "C", "C", "C", "C", "C", "C", "H", "H", "H", "H", "H", "H", "H", "H", "H", "H", "H", "H", "H", "H", "H", "H", "H", "H", "H", "H", "H", "H", "H", "H", "H"], "coordinates": [[-0.980, -2.098, -0.436], [0.308, 2.238, -2.253], [-1.607, 0.644, 0.027], [-0.881, 1.551, 1.877], [-1.005, 0.224, 2.087], [2.272, 2.459, -1.185], [-1.195, 3.076, -0.061], [-5.382, -2.415, 1.415], [2.269, -0.755, 1.665], [0.940, 2.664, -1.303], [4.615, -0.623, 1.191], [-5.960, -2.084, 0.200], [0.269, 3.505, -0.220], [2.691, 0.138, -1.983], [4.333, -0.336, -0.133], [1.993, -0.478, 0.338], [-0.978, -3.483, -0.671], [3.017, -0.254, -0.572], [-3.216, -1.875, 0.535], [-1.427, -0.290, 0.979], [-5.166, -1.645, -0.846], [3.051, 2.893, -0.049], [-4.012, -2.313, 1.584], [-1.718, -1.727, 0.711], [2.915, 1.646, -2.202], [-3.797, -1.535, -0.679], [-1.236, 1.778, 0.653], [3.584, -0.822, 2.095], [-3.558, -2.568, 2.530], [-1.992, -3.864, -0.839], [0.312, 4.549, -0.539], [3.806, -1.035, 3.130], [2.764, 2.366, 0.866], [3.982, 1.877, -2.200], [0.971, -0.446, -0.007], [-5.999, -2.756, 2.233], [1.455, -0.904, 2.360], [1.645, -0.087, -2.193], [-1.742, 3.821, 0.517], [5.142, -0.178, -0.833], [-7.029, -2.168, 0.070], [-1.649, 2.951, -1.045], [5.642, -0.686, 1.521], [-0.529, -4.023, 0.171], [3.316, -0.406, -2.694], [-0.377, -3.637, -1.564], [-3.167, -1.189, -1.485], [-5.614, -1.383, -1.793], [0.768, 3.407, 0.741], [2.490, 1.925, -3.170], [2.944, 3.968, 0.107], [4.100, 2.678, -0.238], [-1.379, -2.299, 1.590]], "lowdin_charge": [-0.1471, 0.0627, 0.1664, 0.1111, 0.1106, -0.0935, -0.0893, -0.0791, -0.0728, -0.4604, -0.0884, -0.0881, -0.0830, -0.1150, -0.0570, -0.0358, -0.0781, -0.2413, -0.1793, -0.2997, -0.0703, -0.0415, -0.0256, -0.2411, -0.1417, -0.0250, -0.3312, -0.0916, 0.1167, 0.0931, 0.1313, 0.0994, 0.0933, 0.1185, 0.0931, 0.1026, 0.0923, 0.1133, 0.1260, 0.1136, 0.1012, 0.1231, 0.1001, 0.0964, 0.1193, 0.0955, 0.1252, 0.1042, 0.1007, 0.1229, 0.0928, 0.0891, 0.1617], "homo_lumo_gap_ev": 9.788, "total_charge": 0, "smiles": "CO[C@H](c1ccccc1)c1nnc(CCC(=O)N(C)CCc2ccccc2)o1", "lumo_energy_ev": 0.84}

=====

These records have E_tot values of -3523.7934; -365.1236; -1243.3176 a.u., in the order they appear.
These records have energy relative to the best compared isomer or geometry (same formula, charge and spin) values of 37.7; 67.7; 72.4 kcal per mole, in the order they appear.